This record from the OMol25 dataset describes an isolated molecule of C16H10ClN3S at a distorted geometry. The level of theory is the ωB97M-V functional and the def2-TZVPD basis.

```
31
Properties=species:S:1:pos:R:3:forces:R:3:lowdin_charge:R:1
N -4.0775 1.0645 0.3779 -0.90 -1.95 -1.42 0.1307
C -2.8615 1.5628 0.6909 -1.39 -0.91 -0.13 -0.3697
N -3.0257 2.5856 1.4764 1.82 2.65 1.96 0.1141
C -1.8945 3.0918 1.9845 1.02 -0.64 -1.06 -0.1543
N -0.6557 2.6677 1.6755 -0.96 1.53 0.99 0.1097
C -0.5445 1.6574 0.8217 1.79 0.26 0.39 -0.2845
C 0.8368 1.3083 0.5223 1.54 -1.06 -0.25 0.0870
C 1.9991 0.9642 0.3419 -1.41 1.32 -0.44 -0.0217
C 3.3708 0.6957 0.0157 0.25 -2.01 0.75 -0.5294
C 3.9275 -0.5893 0.2958 -0.87 2.99 -0.63 -0.0854
C 5.3206 -0.5585 -0.0162 -0.55 -2.28 0.89 -0.2250
C 5.7895 0.6075 -0.4352 0.07 1.99 -0.83 -0.4109
S 4.5453 1.8555 -0.6286 0.01 -2.06 1.01 1.0102
C -1.6126 1.0048 0.3132 -1.39 -2.09 -1.15 -0.0457
C -1.5087 -0.3771 -0.3782 -0.23 1.83 1.50 -0.1759
C -0.9619 -1.4247 0.3497 -0.63 -1.48 -3.63 -0.0158
C -0.8553 -2.6805 -0.2474 -0.13 0.82 1.04 -0.0971
C -1.5105 -2.9903 -1.4522 0.55 1.08 1.66 -0.7124
Cl -1.6858 -4.6488 -1.7426 -0.09 -1.01 -0.93 0.7117
C -2.0836 -1.9706 -2.1821 1.42 1.57 2.45 -0.0476
C -1.9997 -0.6295 -1.6235 -0.09 -2.87 -1.26 -0.0145
H -4.0429 0.1188 -0.0335 -0.80 1.02 0.25 0.1044
H -4.9670 1.5446 0.6772 1.94 -1.01 -0.41 0.1410
H -1.9193 3.9307 2.6714 -0.35 -0.11 0.01 0.1074
H 3.2816 -1.3493 0.7620 0.76 0.25 -0.45 0.1175
H 5.9708 -1.4302 0.0854 -0.18 0.31 0.08 0.1092
H 6.8336 0.7905 -0.6442 -0.18 0.28 -0.24 0.0681
H -0.6129 -1.3866 1.2965 1.15 0.82 2.87 0.0883
H -0.2871 -3.3658 0.3809 -0.48 -0.57 -0.62 0.1087
H -2.4581 -2.2032 -3.1221 -0.94 0.04 -1.53 0.0831
H -2.3109 0.1540 -2.2330 -0.72 1.30 -0.87 0.0988
```
Forces are in eV/Å.

Calculated values
Relative energy (zero: lowest compared OMol25 entry of this formula, charge and spin) ... 0.0 kJ/mol
SMILES string ... Nc1ncnc(C#Cc2cccs2)c1-c1ccc(Cl)cc1
Gap between HOMO and LUMO ... 0.3138 Eh
Total energy ... -44579.7363 eV
Total charge ... 0
HOMO level ... -8.4 eV